Density functional theory data (the ωB97M-V functional and the def2-TZVPD basis) for a 13-piece molecular cluster, C6H35NO13 overall at a distorted geometry.

As for the total charge: 0. The value obtained for the total energy is -1282.3761 hartree. As for the LUMO energy: 0.0027 Ha. The energy above the lowest of the compared OMol25 structures with the same formula, charge and spin comes out at 4.034 eV. For the HOMO energy, the calculation gives -7.97 eV.

Element x y z (Å)
1 O 0.24 1.37 -3.17
2 C 0.24 1.96 -2.13
3 C 0.01 1.40 -0.71
4 C -0.65 2.53 0.18
5 C -0.73 2.30 1.69
6 C -1.01 1.04 2.05
7 N -1.06 0.64 3.43
8 C -0.66 3.49 2.61
9 H 0.45 2.95 -2.16
10 H 0.91 1.05 -0.16
11 H -0.66 0.49 -0.90
12 H -0.33 3.62 0.07
13 H -1.66 2.97 -0.25
14 H -1.39 0.28 1.41
15 H -0.76 1.39 4.04
16 H -0.84 -0.28 3.75
17 H -0.47 4.33 2.07
18 H -0.01 3.35 3.49
19 H -1.81 3.77 2.95
20 H -3.96 -0.94 -2.14
21 H -3.37 0.41 -2.63
22 O -3.81 0.00 -1.92
23 H -3.18 -3.33 -0.27
24 H -1.66 -3.68 -0.16
25 O -2.33 -2.90 -0.27
26 H 0.78 -3.85 -0.20
27 H -0.09 -4.85 0.64
28 O 0.00 -4.38 -0.21
29 H 4.64 -0.40 -0.42
30 H 4.57 0.94 -1.26
31 O 4.99 0.53 -0.51
32 H 2.94 2.54 0.70
33 H 4.24 1.80 1.23
34 O 3.32 2.11 1.48
35 H 1.17 -1.12 0.03
36 H 0.75 -1.63 -1.61
37 O 1.28 -1.82 -0.68
38 H -1.46 -2.43 -1.78
39 H -0.07 -3.11 -2.37
40 O -0.65 -2.33 -2.45
41 H 4.29 -2.65 -0.74
42 H 2.96 -1.80 -0.42
43 O 3.86 -1.82 -0.73
44 H 1.39 0.43 1.84
45 H 2.88 0.03 1.31
46 O 1.96 -0.34 1.43
47 H -0.19 -2.05 1.49
48 H 1.08 -1.87 2.41
49 O 0.34 -2.42 2.24
50 H -0.88 -0.67 -3.40
51 H -1.41 -1.72 -4.35
52 O -1.71 -0.84 -3.94
53 H -4.40 1.79 0.53
54 H -3.99 1.56 -0.90
55 O -4.09 2.20 -0.21

Computed Mulliken charges, given in elementary charges: -0.4844, -0.5382, 1.3097, -1.1237, 0.8612, -0.5339, -0.4262, -2.0224, 0.5306, -0.3784, -0.1552, 0.4755, 0.4422, 0.4556, 0.1792, 0.2492, 0.5308, 0.4317, 0.2319, 0.2786, 0.2921, -0.6981, 0.2621, 0.3896, -0.6143, 0.2890, 0.2992, -0.6920, 0.3651, 0.2959, -0.6602, 0.3084, 0.3309, -0.6678, 0.2796, 0.3606, -0.2789, 0.4276, 0.3079, -0.8079, 0.2323, 0.3768, -0.6597, 0.2828, 0.2149, -0.6266, 0.2656, 0.3656, -0.6568, 0.3527, 0.3279, -0.6536, 0.2609, 0.4002, -0.5858